This record from the OMol25 dataset describes 2 unconnected molecules or ions with the total composition C4H12 at a distorted geometry. The level of theory is wB97M-V/def2-TZVPD.

SMILES ... CC.CC
Total charge ... 0
Calculated total energy ... -4342.3004 eV

Cartesian coordinates (Å):
C1 -1.8790 0.3954 0.0830
C2 -2.6419 -0.7347 -0.6265
H1 -1.1987 0.8583 -0.6262
H2 -2.5401 1.1900 0.4217
H3 -1.3020 -0.0244 0.9043
H4 -3.7052 -0.4906 -0.7549
H5 -2.7003 -1.6664 -0.0624
H6 -2.2716 -0.9359 -1.6256
C3 2.8007 -0.3255 0.0234
C4 1.7758 0.6768 0.5617
H7 3.7881 0.1075 -0.1511
H8 2.8918 -1.1325 0.7479
H9 2.4961 -0.6987 -0.9528
H10 1.9387 0.9727 1.5959
H11 0.7844 0.2378 0.5284
H12 1.7631 1.5701 -0.0666

Atoms 1-3, force components in eV/Å:
-0.1 -0.5 -0.5
-1.1 0.1 0.1
0.2 0.1 0.1

---

This record from the OMol25 dataset describes 2 unconnected molecules or ions with the total composition C4H12 at a distorted geometry. The level of theory is wB97M-V/def2-TZVPD.

SMILES ... CC.CC
Total charge ... 0
Calculated total energy ... -4342.2268 eV

Cartesian coordinates (Å):
C1 1.6997 -0.4877 -1.4896
C2 1.9819 -0.1214 -0.0286
H1 2.6667 -0.5903 -1.9899
H2 1.2868 -1.4890 -1.5996
H3 0.9791 0.1871 -1.9471
H4 1.9570 0.9573 0.1541
H5 2.9534 -0.4925 0.2951
H6 1.2053 -0.5096 0.6150
C3 -1.4224 0.2844 0.1421
C4 -2.3435 0.4077 1.3380
H7 -0.4381 0.7235 0.2788
H8 -1.1507 -0.7658 -0.0208
H9 -1.8642 0.6533 -0.7791
H10 -1.7263 0.1943 2.2179
H11 -2.6876 1.4242 1.5242
H12 -3.0972 -0.3753 1.2896

Atoms 1-3, force components in eV/Å:
0.5 -0.5 0.4
-0.3 0.2 0.0
-0.3 0.7 -0.5

---

This record from the OMol25 dataset describes 2 unconnected molecules or ions with the total composition C4H12 at a distorted geometry. The level of theory is wB97M-V/def2-TZVPD.

SMILES ... CC.CC
Total charge ... 0
Calculated total energy ... -4340.8726 eV

Cartesian coordinates (Å):
C1 -0.7322 1.9323 0.5069
C2 -2.0880 1.2735 0.7889
H1 -0.2496 2.6465 1.2279
H2 0.1393 1.4783 0.1886
H3 -0.9778 2.4505 -0.4845
H4 -2.7144 1.0311 -0.1423
H5 -2.5500 2.1031 1.3399
H6 -1.8885 0.6033 1.5338
C3 1.7692 -2.2669 -0.9408
C4 1.0570 -0.9970 -0.3229
H7 2.6689 -2.0832 -1.4674
H8 1.9048 -3.1356 -0.2353
H9 1.0211 -2.9486 -1.4927
H10 -0.0159 -1.1439 -0.0346
H11 1.1311 -0.1793 -1.0602
H12 1.5249 -0.7640 0.5946

Atoms 1-3, force components in eV/Å:
-0.9 3.0 -2.5
0.3 2.7 -1.0
-1.5 -0.3 -0.2

---

This record from the OMol25 dataset describes 2 unconnected molecules or ions with the total composition C4H12 at a distorted geometry. The level of theory is wB97M-V/def2-TZVPD.

SMILES ... CC.CC
Total charge ... 0
Calculated total energy ... -4341.7887 eV

Cartesian coordinates (Å):
C1 -0.5510 1.9575 -0.3391
C2 -1.7020 2.7772 -0.9517
H1 0.3356 1.9054 -0.9412
H2 -0.3752 2.3318 0.6787
H3 -0.9127 0.9749 -0.0077
H4 -2.1402 3.4266 -0.1980
H5 -2.4811 2.0943 -1.2800
H6 -1.3530 3.3654 -1.7990
C3 1.7150 -1.9534 0.2683
C4 0.5374 -2.7331 0.8833
H7 2.6785 -2.4260 0.4705
H8 1.7162 -2.0523 -0.8168
H9 1.7000 -0.9279 0.6282
H10 0.0403 -3.2865 0.1055
H11 -0.0985 -2.1403 1.5456
H12 0.8910 -3.3138 1.7534

Atoms 1-3, force components in eV/Å:
-1.3 -0.1 1.7
0.3 -0.5 0.0
0.4 -0.1 -0.1

---

This record from the OMol25 dataset describes 2 unconnected molecules or ions with the total composition C4H12 at a distorted geometry. The level of theory is wB97M-V/def2-TZVPD.

SMILES ... CC.CC
Total charge ... 0
Calculated total energy ... -4342.1747 eV

Cartesian coordinates (Å):
C1 2.1572 0.0773 1.0676
C2 2.5982 0.1839 -0.4087
H1 3.0282 -0.3536 1.5710
H2 2.0196 1.0205 1.5905
H3 1.2757 -0.5273 1.1871
H4 3.1198 1.1279 -0.6010
H5 3.3423 -0.5885 -0.5591
H6 1.8204 0.0735 -1.1605
C3 -1.8475 -0.4605 -0.7369
C4 -2.9908 0.1933 0.0489
H7 -1.6641 0.1175 -1.6481
H8 -1.0301 -0.5908 -0.0400
H9 -2.0593 -1.4415 -1.1554
H10 -3.0342 -0.1440 1.0796
H11 -3.9509 0.0532 -0.4306
H12 -2.7844 1.2591 0.1956

Atoms 1-3, force components in eV/Å:
1.0 0.3 -0.3
0.3 0.5 0.4
-0.5 -0.3 0.3

---

This record from the OMol25 dataset describes 2 unconnected molecules or ions with the total composition C4H12 at a distorted geometry. The level of theory is wB97M-V/def2-TZVPD.

SMILES ... CC.CC
Total charge ... 0
Calculated total energy ... -4341.2382 eV

Cartesian coordinates (Å):
C1 0.1090 2.1982 0.7601
C2 -1.3641 1.8992 0.2503
H1 0.1345 2.3585 1.7445
H2 0.7636 1.2764 0.5796
H3 0.5325 2.9825 0.1533
H4 -2.1059 2.5737 0.7667
H5 -1.8898 0.8687 0.6624
H6 -1.6002 1.8283 -0.8123
C3 1.2535 -2.0047 0.0107
C4 0.0567 -2.0837 -0.9857
H7 1.5443 -2.8503 0.3937
H8 2.1419 -1.5508 -0.4802
H9 1.0370 -1.2006 0.7507
H10 0.1026 -1.1412 -1.5018
H11 -0.9459 -2.2433 -0.6476
H12 0.2303 -2.9109 -1.6445

Atoms 1-3, force components in eV/Å:
-0.8 -3.3 -5.0
-2.0 -1.9 2.7
0.0 1.0 3.8

---

Asked for relative energy (zero: lowest compared OMol25 entry of this formula, charge and spin) across the records above, the calculation gives 5.26; 6.95; 38.18; 17.06; 8.15; 29.75 kcal/mol in order.